# 1
Molecular formula: C41H30BrF5InN2O3S6
Method: DFT, the ωB97M-V functional and the def2-TZVPD basis

CARTESIAN COORDINATES (ANGSTROEM)
In (0.19, -0.52, -0.08)
C (-0.97, 4.49, -1.16)
C (-2.39, 4.67, -0.61)
S (-3.10, 3.15, 0.11)
C (-2.75, 3.36, 1.88)
C (-1.34, 3.80, 2.23)
S (-0.09, 2.65, 1.59)
C (1.35, 3.75, 1.51)
C (1.55, 4.37, 0.14)
S (0.27, 5.57, -0.36)
H (-0.94, 4.71, -2.23)
H (-0.65, 3.46, -1.03)
H (-3.08, 4.94, -1.41)
H (-2.44, 5.45, 0.15)
H (-2.96, 2.37, 2.31)
H (-3.47, 4.07, 2.29)
H (-1.25, 3.84, 3.32)
H (-1.13, 4.79, 1.82)
H (2.21, 3.13, 1.76)
H (1.23, 4.52, 2.28)
H (1.58, 3.59, -0.63)
H (2.49, 4.92, 0.11)
F (3.13, -3.61, -6.14)
C (2.78, -3.39, -4.86)
C (1.79, -2.48, -4.55)
F (1.17, -1.82, -5.52)
C (1.44, -2.28, -3.23)
F (0.46, -1.40, -2.97)
C (2.04, -2.96, -2.16)
S (1.59, -2.75, -0.50)
C (3.04, -3.87, -2.52)
F (3.68, -4.56, -1.58)
C (3.40, -4.09, -3.84)
F (4.35, -4.98, -4.14)
S (-3.89, -1.59, 2.93)
C (-2.97, -0.82, 4.17)
C (-3.31, -0.65, 5.51)
C (-2.41, 0.02, 6.32)
C (-1.21, 0.51, 5.80)
C (-0.88, 0.34, 4.47)
C (-1.78, -0.32, 3.63)
N (-1.63, -0.55, 2.27)
C (-2.62, -1.20, 1.77)
C (-2.78, -1.60, 0.37)
C (-3.97, -2.26, 0.02)
C (-4.19, -2.68, -1.27)
C (-3.24, -2.43, -2.24)
C (-2.07, -1.77, -1.91)
C (-1.80, -1.34, -0.61)
H (-4.24, -1.05, 5.90)
H (-2.65, 0.17, 7.37)
H (-0.52, 1.01, 6.46)
H (0.04, 0.71, 4.07)
H (-4.72, -2.44, 0.78)
H (-5.11, -3.20, -1.52)
H (-3.40, -2.76, -3.26)
H (-1.35, -1.57, -2.69)
C (5.91, 1.66, 9.18)
C (5.18, 1.19, 7.94)
O (4.22, 1.74, 7.47)
S (5.92, -0.27, 7.23)
C (4.92, -0.44, 5.76)
C (3.66, -1.02, 5.85)
C (2.84, -1.05, 4.73)
C (3.28, -0.51, 3.52)
C (4.58, 0.01, 3.43)
C (5.39, 0.05, 4.55)
C (2.41, -0.42, 2.39)
C (1.66, -0.22, 1.45)
H (5.20, 2.12, 9.87)
H (6.64, 2.41, 8.88)
H (6.43, 0.83, 9.66)
H (3.32, -1.42, 6.79)
H (1.86, -1.49, 4.80)
H (4.93, 0.39, 2.48)
H (6.39, 0.47, 4.49)
Br (5.86, -0.05, -1.38)
C (4.45, 0.41, -2.58)
C (4.69, 0.43, -3.94)
N (3.74, 0.73, -4.82)
C (2.53, 1.04, -4.35)
C (2.21, 1.06, -3.00)
C (3.20, 0.72, -2.09)
C (0.81, 1.42, -2.53)
O (0.04, 1.93, -3.32)
O (0.59, 1.17, -1.28)
H (5.67, 0.19, -4.34)
H (1.77, 1.28, -5.09)
H (2.98, 0.70, -1.03)

The energy relative to the best compared isomer or geometry (same formula, charge and spin) is 15.57 kcal per mole. For the total energy, the calculation gives -7568.30795 Eh. The charge is -1. The HOMO energy comes out at -5.21 eV. Its HOMO-LUMO gap is 7.18 eV.


# 2
Molecular formula: C41H31ClCoN5O3P
Method: DFT, the ωB97M-V functional and the def2-TZVPD basis

CARTESIAN COORDINATES (ANGSTROEM)
Co (0.55, -0.66, -0.09)
Cl (4.12, -6.52, -2.34)
C (3.18, -5.10, -2.05)
C (2.40, -4.57, -3.09)
C (1.64, -3.45, -2.87)
C (1.63, -2.80, -1.61)
O (0.90, -1.76, -1.47)
C (2.44, -3.36, -0.56)
C (2.43, -2.78, 0.74)
N (1.73, -1.74, 1.07)
C (1.62, -1.27, 2.37)
C (2.15, -1.85, 3.52)
C (1.85, -1.32, 4.76)
C (1.01, -0.22, 4.88)
C (0.51, 0.41, 3.75)
C (-0.42, 1.52, 3.79)
C (-0.68, 2.20, 2.68)
C (0.02, 1.89, 1.39)
N (0.43, 0.49, 1.31)
C (0.85, -0.08, 2.46)
C (3.20, -4.51, -0.81)
H (2.40, -5.05, -4.06)
H (1.02, -3.04, -3.65)
H (3.05, -3.28, 1.48)
H (2.78, -2.72, 3.46)
H (2.26, -1.77, 5.65)
H (0.73, 0.15, 5.85)
H (-0.88, 1.76, 4.74)
H (-1.33, 3.06, 2.69)
H (0.94, 2.51, 1.40)
H (3.80, -4.93, -0.02)
O (-1.46, -0.58, -3.60)
C (-0.76, -0.08, -2.75)
O (-1.01, 0.00, -1.50)
C (0.59, 0.63, -3.13)
P (1.20, 1.04, -1.46)
C (0.24, 2.50, -1.01)
C (-0.75, 2.33, 0.10)
C (-1.63, 3.53, 0.25)
C (-1.45, 4.66, -0.47)
C (-0.44, 4.77, -1.44)
C (0.37, 3.67, -1.71)
C (2.92, 1.66, -1.57)
C (3.45, 2.28, -2.69)
C (4.71, 2.85, -2.63)
C (5.46, 2.78, -1.47)
C (4.96, 2.10, -0.36)
C (3.69, 1.55, -0.42)
H (0.40, 1.53, -3.72)
H (1.25, -0.05, -3.67)
H (-1.40, 1.48, -0.15)
H (-2.48, 3.42, 0.91)
H (-2.13, 5.49, -0.32)
H (-0.33, 5.67, -2.01)
H (1.11, 3.73, -2.50)
H (2.89, 2.33, -3.62)
H (5.11, 3.36, -3.50)
H (6.43, 3.24, -1.42)
H (5.55, 2.01, 0.54)
H (3.28, 1.02, 0.44)
C (-2.28, -3.75, 1.65)
C (-1.23, -3.12, 1.00)
N (-1.21, -1.80, 0.79)
C (-2.26, -1.09, 1.15)
C (-3.38, -1.63, 1.79)
C (-3.35, -2.99, 2.08)
C (-4.51, -0.79, 2.16)
C (-5.12, 0.11, 1.37)
C (-4.85, 0.37, -0.04)
C (-5.39, 1.50, -0.65)
C (-5.16, 1.64, -2.01)
N (-4.46, 0.75, -2.69)
C (-3.98, -0.29, -2.03)
N (-4.15, -0.51, -0.75)
H (-2.24, -4.81, 1.82)
H (-0.38, -3.69, 0.65)
H (-2.23, -0.03, 0.95)
H (-4.18, -3.46, 2.60)
H (-4.88, -0.92, 3.17)
H (-5.94, 0.69, 1.78)
H (-5.96, 2.23, -0.09)
H (-5.55, 2.47, -2.58)
H (-3.38, -1.00, -2.59)

The spin multiplicity is 5. The energy relative to the best compared isomer or geometry (same formula, charge and spin) is 57.57 kcal per mole. For the total energy, the calculation gives -4264.54167 Eh. The charge is +1. The HOMO energy (alpha / beta) comes out at -9.89 / -10.84 eV. Its HOMO-LUMO gap (alpha / beta) is 6.05 / 5.48 eV.


# 3
Molecular formula: C41H31F5N6O2STi
Method: DFT, the ωB97M-V functional and the def2-TZVPD basis

CARTESIAN COORDINATES (ANGSTROEM)
Ti (10.81, -23.96, 1.20)
F (17.33, -22.87, -2.75)
C (16.08, -23.09, -2.36)
C (15.72, -22.87, -1.04)
F (16.47, -22.11, -0.17)
C (14.51, -23.40, -0.61)
F (14.40, -23.48, 0.78)
C (13.47, -23.87, -1.42)
S (11.94, -24.45, -0.90)
C (13.86, -23.82, -2.76)
F (12.93, -24.05, -3.80)
C (15.15, -23.55, -3.27)
F (15.48, -23.47, -4.61)
C (7.71, -23.28, 4.70)
C (7.90, -24.44, 5.43)
C (8.91, -25.35, 5.02)
C (9.77, -25.01, 3.95)
N (9.55, -23.83, 3.24)
C (8.62, -22.98, 3.65)
C (10.94, -25.72, 3.59)
C (11.32, -26.86, 4.31)
C (12.36, -27.70, 3.83)
C (13.03, -27.29, 2.70)
C (12.77, -26.02, 2.08)
C (11.61, -25.39, 2.44)
H (6.84, -22.62, 4.97)
H (7.23, -24.71, 6.24)
H (8.89, -26.31, 5.49)
H (8.51, -22.01, 3.13)
H (10.78, -27.06, 5.22)
H (12.59, -28.61, 4.37)
H (13.94, -27.84, 2.48)
H (13.38, -25.68, 1.25)
C (-2.61, -25.09, 1.71)
O (-1.67, -26.07, 1.29)
C (-0.38, -25.80, 1.08)
C (0.50, -26.94, 1.07)
C (1.80, -26.74, 0.80)
C (2.23, -25.43, 0.45)
C (1.39, -24.30, 0.57)
C (0.02, -24.46, 0.83)
C (3.65, -25.12, 0.36)
N (4.24, -23.91, 0.28)
C (5.54, -24.15, 0.22)
C (5.80, -25.55, 0.22)
N (4.57, -26.11, 0.25)
C (7.08, -26.14, 0.08)
C (7.40, -27.52, 0.16)
C (8.74, -27.85, 0.34)
C (9.70, -26.90, 0.43)
N (9.46, -25.54, 0.51)
C (8.16, -25.19, 0.31)
C (7.90, -23.82, 0.32)
N (9.07, -23.04, 0.36)
C (8.88, -21.73, 0.21)
C (7.66, -21.07, -0.02)
C (6.51, -21.84, -0.07)
C (6.62, -23.19, 0.23)
H (-3.28, -25.53, 2.48)
H (-3.08, -24.71, 0.79)
H (-2.07, -24.22, 2.17)
H (-0.01, -27.90, 1.17)
H (2.48, -27.56, 0.71)
H (1.89, -23.34, 0.52)
H (-0.66, -23.62, 1.03)
H (4.44, -27.07, 0.56)
H (6.60, -28.30, 0.29)
H (9.08, -28.89, 0.42)
H (10.78, -27.02, 0.55)
H (9.75, -21.12, 0.35)
H (7.58, -20.02, -0.28)
H (5.53, -21.44, -0.26)
C (12.86, -20.33, 0.44)
N (13.29, -20.66, 1.81)
C (14.45, -19.81, 2.31)
C (12.82, -21.76, 2.42)
C (13.23, -22.21, 3.76)
O (11.85, -22.44, 1.86)
H (11.85, -19.98, 0.58)
H (12.75, -21.25, -0.19)
H (13.50, -19.55, 0.04)
H (14.76, -20.14, 3.36)
H (14.24, -18.72, 2.28)
H (15.37, -20.11, 1.68)
H (14.33, -22.20, 3.79)
H (12.91, -23.23, 3.87)
H (12.77, -21.55, 4.55)

The spin multiplicity is 2. For the total energy, the calculation gives -3806.82097 Eh. The charge is +1. The HOMO energy (alpha / beta) comes out at -9.66 / -9.71 eV. Its HOMO-LUMO gap (alpha / beta) is 6.28 / 6.26 eV.